No. 1
Density functional theory data (the ωB97M-V functional and the def2-TZVPD basis) for C7H13N in the gas phase.

Last column: Mulliken charge in e.
Element x y z (Å)
1 C 1.0065 2.1821 -0.1519  -0.664
2 C 1.3174 0.9306 -0.3858  -0.660
3 C 0.5641 0.0594 -1.3132  0.868
4 C 1.1391 -0.7888 -2.1381  -1.027
5 C -0.9020 -0.0526 -0.8021  -1.097
6 C -1.0940 -0.6056 0.6525  0.508
7 C -0.4719 0.2423 1.7593  -1.335
8 N -0.6338 -2.0020 0.6211  -0.615
9 H 0.3641 2.8686 -0.5549  0.406
10 H 1.6563 2.6664 0.6925  0.196
11 H 1.9898 0.3450 0.1774  0.461
12 H 0.5884 -1.4393 -2.8716  0.250
13 H 2.1985 -0.7296 -2.3277  0.302
14 H -1.3907 -0.6176 -1.6469  0.459
15 H -1.3493 0.9466 -0.7187  0.313
16 H -2.1646 -0.4526 0.9915  0.136
17 H 0.6760 0.2958 1.7011  0.255
18 H -0.7494 -0.0437 2.7962  0.434
19 H -0.9751 1.1957 1.7122  0.343
20 H -1.2471 -2.6649 0.1791  0.228
21 H -0.5223 -2.3358 1.6280  0.240

Forces on atoms 1 to 2 (eV/Å):
4.19 0.60 3.66
-1.03 -0.28 -1.88

- DFT total energy: -329.17212 hartree
- HOMO level: -8.9 eV
- LUMO energy: 1.011 eV
- Orbital gap: 9.9 eV
- ΔE to the lowest compared entry with this formula, charge and spin: 2.7033 eV


No. 2
Density functional theory data (the ωB97M-V functional and the def2-TZVPD basis) for a molecular structure, C37H32BN8NiP2S2.

Last column: Mulliken spin population.
Element x y z (Å)
1 Ni 1.6534 0.1950 -0.0085  1.645
2 S 1.7516 -0.4916 2.2956  0.123
3 P -0.2405 -0.3660 2.0905  0.007
4 C -0.4421 0.2861 0.4765  0.892
5 P -1.8452 0.9845 -0.3966  -0.020
6 S -1.3846 2.1687 -1.8668  0.012
7 C -2.9400 1.7898 0.8188  0.039
8 C -3.1945 3.1501 0.6921  0.010
9 C -4.0005 3.8012 1.6161  0.000
10 C -4.5668 3.0934 2.6644  0.002
11 C -4.3224 1.7325 2.7940  0.000
12 C -3.5072 1.0863 1.8799  -0.017
13 C -2.7847 -0.4346 -1.0494  0.036
14 C -4.1014 -0.7415 -0.7211  0.023
15 C -4.7124 -1.8619 -1.2698  -0.001
16 C -4.0152 -2.6799 -2.1470  0.010
17 C -2.7142 -2.3530 -2.5093  -0.008
18 C -2.1088 -1.2281 -1.9751  -0.004
19 C -0.8984 0.7091 3.3932  -0.004
20 C -0.6638 2.0778 3.2690  0.031
21 C -1.1431 2.9541 4.2263  0.010
22 C -1.8374 2.4680 5.3277  0.002
23 C -2.0572 1.1066 5.4633  0.001
24 C -1.5986 0.2269 4.4927  -0.001
25 C -0.9726 -1.9996 2.3743  0.018
26 C -2.0104 -2.4986 1.5977  -0.018
27 C -2.5359 -3.7573 1.8644  0.006
28 C -2.0263 -4.5175 2.9038  -0.001
29 C -0.9795 -4.0264 3.6759  0.006
30 C -0.4481 -2.7767 3.4089  0.016
31 H -2.7603 3.6853 -0.1432  0.002
32 H -4.1907 4.8614 1.5099  0.000
33 H -5.1992 3.5995 3.3830  0.000
34 H -4.7562 1.1767 3.6151  0.000
35 H -3.3115 0.0263 2.0016  -0.009
36 H -4.6628 -0.1089 -0.0471  0.001
37 H -5.7389 -2.0900 -1.0124  0.000
38 H -4.4916 -3.5568 -2.5665  0.001
39 H -2.1725 -2.9665 -3.2182  0.000
40 H -1.1118 -0.9463 -2.2885  0.001
41 H -0.1120 2.4550 2.4153  -0.016
42 H -0.9739 4.0172 4.1153  0.001
43 H -2.2073 3.1542 6.0786  0.000
44 H -2.5964 0.7249 6.3208  0.000
45 H -1.7965 -0.8326 4.5946  0.000
46 H -2.4085 -1.9228 0.7746  0.005
47 H -3.3406 -4.1369 1.2479  0.000
48 H -2.4344 -5.4987 3.1094  0.000
49 H -0.5707 -4.6236 4.4804  0.000
50 H 0.3867 -2.4054 3.9909  0.002
51 C 2.1702 3.6814 -2.3706  0.004
52 C 1.6594 3.0515 -1.2330  -0.013
53 N 1.9547 1.7627 -1.2496  0.077
54 N 2.6677 1.5290 -2.3709  -0.009
55 C 2.7986 2.6739 -3.0681  0.002
56 B 3.3650 0.1707 -2.6262  -0.027
57 N 4.2960 -0.1288 -1.4142  -0.005
58 C 5.5569 -0.5937 -1.3481  0.004
59 C 5.8742 -0.8010 -0.0233  0.001
60 C 4.7144 -0.4443 0.6709  -0.004
61 N 3.7738 -0.0452 -0.1734  0.056
62 N 2.3286 -0.9782 -2.6608  0.000
63 C 2.1795 -2.0368 -3.4762  0.002
64 C 1.3112 -2.9272 -2.8774  0.008
65 C 0.9757 -2.3264 -1.6622  -0.004
66 N 1.5845 -1.1556 -1.5464  0.101
67 N 4.1956 0.2782 -3.8942  0.000
68 C 5.3449 0.9850 -4.0448  0.000
69 C 5.5994 1.1010 -5.3871  0.000
70 C 4.5204 0.4331 -5.9978  0.000
71 N 3.6742 -0.0404 -5.1025  0.000
72 H 2.0758 4.7144 -2.6533  0.001
73 H 1.0620 3.4577 -0.4352  0.001
74 H 3.3246 2.6912 -4.0075  0.000
75 H 6.1359 -0.7608 -2.2401  0.000
76 H 6.8049 -1.1608 0.3778  0.000
77 H 4.5154 -0.4677 1.7297  0.003
78 H 2.6883 -2.0659 -4.4221  0.000
79 H 0.9749 -3.8722 -3.2657  0.001
80 H 0.3216 -2.6700 -0.8757  -0.002
81 H 5.8814 1.3710 -3.1936  0.000
82 H 6.4392 1.5854 -5.8537  0.000
83 H 4.3270 0.2796 -7.0476  0.000

Forces on atoms 1 to 2 (eV/Å):
-0.01 -0.13 -0.04
0.01 0.00 0.04

- DFT total energy: -4879.60607 hartree
- HOMO level (alpha / beta): -7.9 / -7.9 eV
- 2S+1: 4
- LUMO energy (alpha / beta): 0.460 / -1.360 eV
- Orbital gap (alpha / beta): 8.4 / 6.6 eV
- ΔE to the lowest compared entry with this formula, charge and spin: 0.0000 eV


No. 3
Density functional theory data (the ωB97M-V functional and the def2-TZVPD basis) for a molecular structure, C21H39BCoN4O4Si2.

Last column: Mulliken charge in e.
Element x y z (Å)
1 Co 0.1330 0.0137 0.0310  -0.169
2 O -2.1942 1.2066 -1.4987  -0.734
3 B -0.8267 1.5273 -1.0998  2.377
4 O -0.1081 1.7865 -2.3752  -1.024
5 C -0.9336 1.3648 -3.3657  0.761
6 C -0.6225 1.1369 -4.6882  -0.847
7 C -1.6241 0.5714 -5.4946  -0.782
8 C -2.8747 0.2676 -4.9711  -0.631
9 C -3.1815 0.5052 -3.6266  -0.434
10 C -2.1888 1.0434 -2.8336  -0.136
11 H 0.3461 1.4062 -5.0905  0.509
12 H -1.4318 0.4138 -6.5483  0.466
13 H -3.6370 -0.1398 -5.6224  0.462
14 H -4.1516 0.2627 -3.2137  0.538
15 N 2.3617 1.8488 -1.1965  -0.155
16 C 3.6074 2.2792 -0.9424  -0.278
17 C 4.1036 1.5041 0.0843  -0.971
18 C 3.0647 0.6191 0.3935  -0.561
19 N 2.0150 0.8335 -0.3925  0.489
20 H 1.6811 2.1778 -1.8714  0.235
21 H 4.0385 3.0936 -1.4992  0.481
22 H 5.0721 1.5703 0.5459  0.443
23 H 3.0237 -0.1542 1.1440  0.412
24 C -0.6494 -3.5700 3.2922  -1.306
25 Si -0.2607 -2.8825 1.5857  0.279
26 C -0.7648 -4.2364 0.3444  -1.132
27 C 1.6421 -2.8145 1.5131  -1.290
28 C -0.9769 -1.1978 1.2733  -0.030
29 Si -2.8238 -0.9507 1.4467  0.223
30 C -3.5706 -1.8929 2.9013  -1.331
31 C -3.8626 -1.5060 -0.0451  -0.571
32 C -3.2624 0.8618 1.7291  -0.912
33 H 0.0184 -4.4043 3.5195  0.401
34 H -1.6733 -3.9359 3.3641  0.357
35 H -0.5156 -2.8156 4.0706  0.339
36 H -0.6517 -5.2020 0.8424  0.577
37 H -0.1243 -4.2856 -0.5451  0.285
38 H -1.8069 -4.1715 0.0196  0.299
39 H 2.0795 -3.7996 1.6895  0.484
40 H 2.0121 -2.1528 2.3018  0.304
41 H 2.0682 -2.4425 0.5739  0.360
42 H -0.6517 -0.6836 2.1963  0.703
43 H -3.6204 -2.9680 2.7131  0.287
44 H -4.5919 -1.5489 3.0791  0.336
45 H -3.0082 -1.7493 3.8261  0.373
46 H -3.7190 -2.5561 -0.3195  0.307
47 H -3.6981 -0.8796 -0.9235  -0.171
48 H -4.9153 -1.4075 0.2327  0.558
49 H -2.6589 1.3037 2.5252  0.285
50 H -4.3074 0.9392 2.0381  0.490
51 H -3.1480 1.4564 0.8228  0.066
52 O -0.7645 2.7106 -0.1897  -0.493
53 C -0.3935 2.4763 1.0228  -0.202
54 O -0.0023 1.3782 1.4065  -0.454
55 H -0.4495 3.3308 1.6983  0.390
56 N -0.2306 -2.2078 -4.1009  0.154
57 C -1.0566 -2.8000 -2.9894  -1.204
58 C -1.0323 -1.8254 -1.8314  1.943
59 N 0.3043 -1.4405 -1.3570  0.301
60 C 1.2432 -1.1352 -2.4500  -0.509
61 C 1.1899 -2.1000 -3.6226  -1.121
62 H -0.5956 -1.2733 -4.3563  -0.130
63 H -0.2823 -2.7875 -4.9376  0.393
64 H -0.6235 -3.7767 -2.7714  0.404
65 H -2.0774 -2.9263 -3.3456  0.415
66 H -1.5920 -2.2090 -0.9885  -0.745
67 H -1.5514 -0.9273 -2.1601  -1.227
68 H 0.6763 -2.2285 -0.8243  0.445
69 H 2.2541 -1.1070 -2.0470  0.555
70 H 1.0225 -0.1321 -2.8133  0.173
71 H 1.4983 -3.1130 -3.3640  0.412
72 H 1.8073 -1.7369 -4.4424  0.479

Forces on atoms 1 to 2 (eV/Å):
0.33 0.04 0.32
0.10 0.12 0.16

- DFT total energy: -3330.12751 hartree
- HOMO level (alpha / beta): -10.3 / -10.6 eV
- LUMO energy (alpha / beta): -2.780 / -2.783 eV
- Total charge: +1
- Orbital gap (alpha / beta): 7.5 / 7.8 eV
- ΔE to the lowest compared entry with this formula, charge and spin: 0.0000 eV


No. 4
Density functional theory data (the ωB97M-V functional and the def2-TZVPD basis) for a molecular structure, CH2F2S.

Last column: Mulliken spin population.
Element x y z (Å)
1 C -0.6762 0.1422 0.0838  0.423
2 F -1.1668 1.3687 -0.0579  0.013
3 F 2.0216 -1.0950 0.1349  0.100
4 S 1.5420 0.2903 -0.6392  1.450
5 H -1.0294 -0.5517 -0.5995  0.011
6 H -0.6911 -0.1544 1.0778  0.003

Forces on atoms 1 to 2 (eV/Å):
1.48 0.11 0.23
0.19 0.68 -0.50

- DFT total energy: -637.03713 hartree
- HOMO level (alpha / beta): -6.8 / -10.2 eV
- 2S+1: 3
- LUMO energy (alpha / beta): -0.088 / -2.517 eV
- Orbital gap (alpha / beta): 6.7 / 7.7 eV
- ΔE to the lowest compared entry with this formula, charge and spin: 0.2680 eV


No. 5
Density functional theory data (the ωB97M-V functional and the def2-TZVPD basis) for a molecular structure, C12H33CuN2Si2Te.

Last column: Mulliken charge in e.
Element x y z (Å)
1 Cu -0.7451 -0.0376 1.2615  -0.233
2 N 0.9031 -0.1355 5.8263  -0.096
3 C -0.1043 0.9103 5.5038  -0.794
4 C -0.2318 1.0316 3.9838  -0.540
5 N -0.5923 -0.2420 3.3585  0.012
6 C 0.3796 -1.2798 3.7123  -0.577
7 C 0.5222 -1.4420 5.2272  -0.775
8 H 1.0058 -0.2288 6.8449  0.367
9 H 1.8161 0.1513 5.4486  0.387
10 H 0.2000 1.8631 5.9403  0.418
11 H -1.0556 0.6193 5.9553  0.377
12 H 0.7159 1.3619 3.5528  0.314
13 H -0.9819 1.7846 3.7403  0.396
14 H -1.5217 -0.5266 3.6681  0.322
15 H 1.3409 -1.0077 3.2681  0.344
16 H 0.0785 -2.2310 3.2734  0.408
17 H 1.2824 -2.1893 5.4635  0.423
18 H -0.4197 -1.7600 5.6793  0.359
19 C -0.2707 4.2794 -2.2145  -1.036
20 Si -0.8117 2.5678 -1.6061  0.240
21 C -1.4877 2.6123 0.1936  -0.400
22 C -2.1832 1.8298 -2.6969  -1.097
23 C 0.7952 1.5057 -1.5104  -0.947
24 Te 0.7465 -0.4907 -0.7017  0.306
25 C -0.4481 -1.3399 -2.2740  -0.523
26 Si 0.6752 -2.4167 -3.4291  0.252
27 C 0.9314 -4.0158 -2.4209  -0.989
28 C -0.2358 -2.6441 -5.0758  -1.036
29 C 2.3042 -1.4517 -3.6775  -1.039
30 H -1.1115 4.9621 -2.2285  0.347
31 H 0.1083 4.2240 -3.2291  0.334
32 H 0.5045 4.7304 -1.6045  0.352
33 H -2.4793 3.0491 0.2220  0.438
34 H -0.8542 3.1832 0.8661  0.394
35 H -1.5877 1.5850 0.6001  -0.245
36 H -2.9707 2.5667 -2.8304  0.380
37 H -2.6436 0.9456 -2.2647  0.372
38 H -1.8210 1.5791 -3.6897  0.372
39 H 1.5346 2.0222 -0.9032  0.549
40 H 1.2281 1.3981 -2.5014  0.376
41 H -0.8828 -0.5012 -2.8029  -0.082
42 H -1.2452 -1.9262 -1.8263  0.533
43 H 0.0210 -4.6079 -2.4062  0.320
44 H 1.2017 -3.7994 -1.3879  0.293
45 H 1.7120 -4.6451 -2.8348  0.347
46 H -1.2055 -3.1119 -4.9412  0.347
47 H 0.3422 -3.2773 -5.7417  0.348
48 H -0.3907 -1.6964 -5.5854  0.336
49 H 2.7721 -1.1779 -2.7301  0.337
50 H 2.1349 -0.5411 -4.2444  0.334
51 H 3.0266 -2.0410 -4.2324  0.375

Forces on atoms 1 to 2 (eV/Å):
0.42 -0.22 0.15
0.35 0.06 0.39

- DFT total energy: -3073.52880 hartree
- HOMO level: -14.0 eV
- LUMO energy: -5.875 eV
- Total charge: +2
- Orbital gap: 8.2 eV


No. 6
Density functional theory data (the ωB97M-V functional and the def2-TZVPD basis) for C3H4N2 in the gas phase.

Last column: Mulliken charge in e.
Element x y z (Å)
1 C 1.0699 -0.5532 0.0586  -0.005
2 C 0.9461 0.7824 -0.1276  -0.305
3 N -0.8545 0.7679 -0.0910  -0.283
4 C -1.0825 -0.5484 -0.0263  -0.051
5 N -0.0448 -1.3494 0.0843  -0.603
6 H 2.0837 -0.9336 0.1157  0.365
7 H 1.7072 1.5254 0.2620  0.293
8 H -1.7387 1.3261 -0.2119  0.245
9 H -2.0864 -1.0171 -0.0638  0.344

Forces on atoms 1 to 2 (eV/Å):
-0.10 0.65 -0.45
-2.97 -0.26 1.13

- DFT total energy: -226.14183 hartree
- HOMO level: -9.1 eV
- LUMO energy: 0.973 eV
- Orbital gap: 10.1 eV
- ΔE to the lowest compared entry with this formula, charge and spin: 2.2682 eV